No. 1
Formula: C5H9N2
Source: the OMol25 dataset
Level of theory: ωB97M-V/def2-TZVPD

Positions of all 16 atoms, in Å:
C 1.633 1.063 0.856
C 1.321 0.136 -1.789
C -1.305 0.859 0.459
C -0.380 -1.409 0.738
C -0.575 -0.279 -0.290
N 1.955 1.620 1.769
N 0.766 0.216 -0.665
H 0.822 -0.320 -2.633
H 2.373 0.526 -2.080
H -1.455 1.705 -0.139
H -2.230 0.513 0.785
H -0.689 1.167 1.342
H 0.010 -1.117 1.713
H 0.105 -2.285 0.220
H -1.336 -1.851 0.970
H -1.015 -0.544 -1.254

Computed properties:
Total charge   +1
HOMO-LUMO gap   0.3559 Eh
Maximum force   9.66 eV/A
E_LUMO   -7.039 eV
Spin multiplicity   1
Total energy   -8299.1601 eV

No. 2
Formula: C5H9N2
Source: the OMol25 dataset
Level of theory: ωB97M-V/def2-TZVPD

Positions of all 16 atoms, in Å:
C 2.105 -1.074 0.252
C 1.604 -0.087 -0.391
C -0.582 -0.368 1.754
C -0.887 -0.502 0.355
C -0.601 1.234 -1.268
N -0.446 -1.652 1.065
N -0.057 0.033 -0.759
H 2.139 -1.881 0.928
H 1.964 0.778 -0.782
H 0.329 0.196 2.064
H -1.509 -0.245 2.322
H -1.892 -0.351 -0.032
H -0.151 1.521 -2.208
H -1.647 1.294 -1.428
H -0.380 1.852 -0.448
H 0.010 -0.748 -1.426

Computed properties:
Total charge   +1
HOMO-LUMO gap (spin up / spin down)   0.3418 / 0.3213 Eh
Maximum force   5.33 eV/A
E_LUMO (spin up / spin down)   -5.869 / -5.661 eV
Spin multiplicity   1
Total energy   -8297.1331 eV

No. 3
Formula: C5H9N2
Source: the OMol25 dataset
Level of theory: ωB97M-V/def2-TZVPD

Positions of all 16 atoms, in Å:
C 0.074 -0.039 -1.497
C -0.142 0.527 -2.746
C 0.846 -0.952 0.461
C -0.577 -0.319 0.566
C -0.743 0.916 1.480
N -0.955 0.044 -0.699
N 1.171 -0.653 -0.969
H 0.648 0.636 -3.446
H -1.079 1.088 -2.992
H 1.526 -0.500 1.183
H 0.647 -2.027 0.728
H -1.302 -1.043 0.901
H -1.591 1.432 1.158
H 0.025 1.619 1.469
H -1.086 0.623 2.518
H 2.169 -0.314 -1.112

Computed properties:
Total charge   +1
HOMO-LUMO gap (spin up / spin down)   0.2570 / 0.2700 Eh
Maximum force   3.00 eV/A
E_LUMO (spin up / spin down)   -7.472 / -7.147 eV
Spin multiplicity   1
Total energy   -8300.8425 eV

No. 4
Formula: C5H9N2
Source: the OMol25 dataset
Level of theory: ωB97M-V/def2-TZVPD

Positions of all 16 atoms, in Å:
C -1.629 0.767 -1.032
C 2.567 0.431 -0.236
C 2.308 -0.474 0.712
C -1.319 -0.151 0.981
C -0.668 -0.999 -0.032
N -1.761 1.062 0.238
N -0.905 -0.340 -1.214
H -2.051 1.278 -1.869
H 3.401 0.983 -0.432
H 1.914 0.503 -1.015
H 3.014 -0.430 1.501
H -2.276 -0.582 1.290
H -0.570 0.061 1.792
H 1.495 -1.160 0.346
H -2.195 1.762 0.699
H -0.780 -0.698 -2.184

Computed properties:
Total charge   +1
HOMO-LUMO gap (spin up / spin down)   0.3149 / 0.2497 Eh
Maximum force   5.00 eV/A
Expectation value of S²   2.017
E_LUMO (spin up / spin down)   -3.837 / -6.572 eV
Spin multiplicity   3
Total energy   -8298.2768 eV

No. 5
Formula: C5H9N2O
Source: the OMol25 dataset
Level of theory: ωB97M-V/def2-TZVPD

Positions of all 17 atoms, in Å:
C 0.364 0.783 -0.409
C -1.465 -2.021 -0.461
C -1.680 -1.570 0.968
C -0.941 -0.674 0.033
C 2.260 2.223 -0.003
N -0.935 0.632 -0.594
N 0.713 -0.471 0.080
O 1.030 1.899 -0.644
H -0.619 -2.640 -0.622
H -2.171 -1.790 -1.209
H -2.632 -1.145 1.228
H -1.350 -2.126 1.850
H 2.522 3.181 -0.424
H 2.976 1.367 -0.260
H 2.074 2.276 1.028
H -1.452 0.802 -1.516
H 1.304 -0.726 0.955

Computed properties:
Total charge   +1
HOMO-LUMO gap   0.4105 Eh
Maximum force   4.57 eV/A
E_LUMO   -3.417 eV
Spin multiplicity   1
Total energy   -10348.7204 eV

No. 6
Formula: C5H9N2O
Source: the OMol25 dataset
Level of theory: ωB97M-V/def2-TZVPD

Positions of all 17 atoms, in Å:
C 0.038 1.551 -0.618
C -1.627 0.669 0.584
C -0.354 -0.081 0.843
C -0.676 -1.568 0.468
C 1.984 0.132 -0.234
N 0.644 0.549 -0.049
N -1.262 1.626 -0.313
O -1.015 -1.696 -0.881
H 0.450 2.257 -1.272
H -0.132 0.125 1.824
H -1.390 -2.057 1.207
H 0.243 -2.110 0.751
H -1.932 -2.097 -0.944
H 2.468 1.039 -0.634
H 2.451 -0.228 0.838
H 1.952 -0.574 -1.126
H -1.843 2.461 -0.444

Computed properties:
Total charge   +1
HOMO-LUMO gap   0.3255 Eh
Maximum force   4.56 eV/A
E_LUMO   -4.911 eV
Spin multiplicity   1
Total energy   -10348.6205 eV

No. 7
Formula: C5H9N2O2
Source: the OMol25 dataset
Level of theory: ωB97M-V/def2-TZVPD

Positions of all 18 atoms, in Å:
C -0.570 -1.270 1.283
C -0.403 0.589 -0.056
C -0.676 0.514 -1.588
C 0.151 1.896 0.482
C 1.694 -1.532 0.107
N 0.539 -0.897 0.656
N -1.397 -0.087 0.692
O -1.002 -2.016 2.042
O -2.516 -0.183 0.270
H -1.417 -0.198 -1.559
H 0.040 0.348 -2.394
H -1.004 1.552 -1.868
H -0.591 2.621 0.390
H 1.051 2.186 -0.098
H 0.326 1.768 1.573
H 1.455 -2.127 -0.855
H 2.471 -0.794 -0.041
H 1.848 -2.372 0.965

Computed properties:
Total charge   +1
HOMO-LUMO gap   0.2840 Eh
Maximum force   5.06 eV/A
E_LUMO   -7.390 eV
Spin multiplicity   1
Total energy   -12393.4478 eV

No. 8
Formula: C5H9N2O2S
Source: the OMol25 dataset
Level of theory: ωB97M-V/def2-TZVPD

Positions of all 19 atoms, in Å:
C -0.880 -0.146 -0.216
C 0.800 1.140 1.468
C -0.482 -0.237 -2.383
C -1.422 -1.379 -2.149
C 1.546 1.244 2.778
N -0.419 0.516 -1.154
N -0.269 0.423 1.530
O 1.254 1.733 0.461
O 0.014 -2.640 -0.109
S -1.255 -2.029 -0.377
H 0.507 -0.546 -2.662
H -0.820 0.378 -3.261
H -2.548 -0.956 -2.171
H -1.480 -2.259 -2.826
H 1.331 0.269 3.267
H 1.237 2.029 3.429
H 2.591 1.337 2.569
H 0.847 1.435 -0.336
H -0.554 -0.311 2.142

Computed properties:
Total charge   +1
HOMO-LUMO gap   0.3553 Eh
Maximum force   6.75 eV/A
E_LUMO   -4.560 eV
Spin multiplicity   1
Total energy   -23231.1774 eV

No. 9
Formula: C5H9N2O3S
Source: the OMol25 dataset
Level of theory: ωB97M-V/def2-TZVPD

Positions of all 20 atoms, in Å:
C 1.255 -1.501 -0.419
C 0.788 -0.261 0.526
C 0.840 1.047 -0.225
C -0.635 -0.679 0.829
C -0.166 1.274 -1.253
N 1.723 -1.447 -1.579
N 1.771 1.888 0.254
O 0.613 4.075 -0.606
O 2.527 4.287 0.865
O 2.216 -0.494 -2.202
S 1.963 3.715 -0.412
H 0.730 -2.415 0.019
H 1.475 -0.326 1.324
H -0.605 -1.658 1.362
H -1.132 -0.953 -0.019
H -1.197 0.141 1.329
H 0.238 1.301 -2.318
H -0.592 2.212 -1.012
H -1.066 0.582 -1.128
H 2.439 1.473 0.918

Computed properties:
Total charge   -1
HOMO-LUMO gap (spin up / spin down)   0.2325 / 0.2325 Eh
Maximum force   5.01 eV/A
E_LUMO (spin up / spin down)   3.444 / 3.444 eV
Spin multiplicity   1
Total energy   -25286.1587 eV

No. 10
Formula: C5H9N2S
Source: the OMol25 dataset
Level of theory: ωB97M-V/def2-TZVPD

Positions of all 17 atoms, in Å:
C -0.458 -1.581 -0.849
C -1.001 -0.660 0.305
N 0.296 -0.041 1.023
C 0.938 1.137 0.374
N 0.069 2.154 0.026
C -1.093 1.949 -0.292
C -1.898 0.399 -0.102
S -3.492 0.211 -0.051
H 0.541 -1.227 -1.047
H -1.100 -1.380 -1.704
H -0.381 -2.629 -0.626
H -1.331 -1.371 1.036
H 1.141 -0.657 0.994
H -0.074 0.193 2.001
H 1.535 0.939 -0.492
H 1.587 1.643 1.154
H -1.867 2.574 -0.804

Computed properties:
Structure (SMILES)   C[C@H]1[NH2+]CN=CC1=S
Total charge   +1
HOMO-LUMO gap   0.2912 Eh
Maximum force   5.83 eV/A
E_LUMO   -4.982 eV
Spin multiplicity   1
Total energy   -19136.7888 eV

No. 11
Formula: C5H9N2S
Source: the OMol25 dataset
Level of theory: ωB97M-V/def2-TZVPD

Positions of all 17 atoms, in Å:
C -0.239 1.624 1.172
C -1.346 0.122 -0.096
C 0.473 1.547 -0.144
C 2.274 -1.003 -0.235
C -1.296 -1.421 0.057
N -1.198 0.792 1.168
N -0.188 0.635 -0.865
S 2.661 0.371 0.492
H -0.074 2.359 1.931
H -2.205 0.532 -0.540
H 1.080 2.373 -0.436
H 2.735 -2.028 -0.156
H 1.198 -1.081 -0.566
H -0.298 -1.618 0.280
H -1.489 -1.968 -0.999
H -2.084 -1.594 0.744
H -0.005 0.357 -1.804

Computed properties:
Total charge   +1
HOMO-LUMO gap   0.3146 Eh
Maximum force   4.56 eV/A
E_LUMO   -5.187 eV
Spin multiplicity   1
Total energy   -19136.9890 eV

No. 12
Formula: C5H9N3
Source: the OMol25 dataset
Level of theory: ωB97M-V/def2-TZVPD

Positions of all 17 atoms, in Å:
C -2.769 0.083 0.616
N -2.012 0.051 -0.457
N -0.660 -0.070 0.084
C 0.107 -0.734 -0.671
C 1.464 -1.068 -0.005
N 1.884 0.139 0.755
C 1.248 1.314 -0.017
C 0.167 0.697 -0.834
H -2.394 -0.210 1.650
H -3.941 0.180 0.375
H -0.091 -1.701 -1.307
H 2.179 -1.432 -0.714
H 1.173 -1.952 0.655
H 1.252 -0.216 1.689
H 0.794 2.007 0.925
H 1.859 1.898 -0.778
H -0.260 1.013 -1.965

Computed properties:
Structure (SMILES)   C=NN1[C@@H]2CNC[C@@H]21
Total charge   0
HOMO-LUMO gap   0.3644 Eh
Maximum force   12.11 eV/A
E_LUMO   1.034 eV
Spin multiplicity   1
Total energy   -9794.7601 eV

No. 13
Formula: C5H9N3
Source: the OMol25 dataset
Level of theory: ωB97M-V/def2-TZVPD

Positions of all 17 atoms, in Å:
C 2.429 0.304 -0.402
C 1.135 -0.525 -0.025
C -0.884 -1.389 -0.295
C -1.748 -0.167 -0.209
C -0.950 -0.443 0.899
H 2.092 1.262 -0.788
H 3.161 -0.299 -0.948
H 2.958 0.615 0.575
H -1.428 -2.244 -0.386
H -2.802 -0.159 -0.119
H -0.470 1.012 -1.386
H -1.778 2.271 -0.122
H -1.633 -0.444 1.793
H 0.789 0.112 2.050
N 0.424 -1.222 -0.805
N -1.682 1.034 -0.841
N 0.389 0.283 1.008

Computed properties:
Total charge   0
HOMO-LUMO gap   0.3303 Eh
Maximum force   9.59 eV/A
E_LUMO   0.636 eV
Spin multiplicity   1
Total energy   -9794.7603 eV

No. 14
Formula: C5H9N3
Source: the OMol25 dataset
Level of theory: ωB97M-V/def2-TZVPD

Positions of all 17 atoms, in Å:
N -1.665 0.836 -1.038
C -1.000 -0.531 -0.714
C 0.013 -0.638 -1.713
N 1.183 -0.852 -1.264
N 1.094 -1.066 0.108
C 1.689 0.061 0.959
C 0.331 0.604 1.362
C -0.283 -0.739 0.630
H -0.965 1.613 -0.887
H -2.485 0.966 -0.448
H -1.813 -1.311 -0.718
H -0.147 -0.200 -2.719
H 2.265 -0.338 1.771
H 2.128 0.738 0.221
H 0.090 0.790 2.328
H 0.205 1.529 0.779
H -0.640 -1.461 1.344

Computed properties:
Structure (SMILES)   N[C@H]1C=NN2CC[C@@H]12
Total charge   0
HOMO-LUMO gap   0.3424 Eh
Maximum force   4.91 eV/A
E_LUMO   0.912 eV
Spin multiplicity   1
Total energy   -9798.1022 eV